Density functional theory data (wB97M-V/def2-TZVPD) for a cluster of 7 separate species, C10H26N6O14 in total.

Geometry (Å):
C: -0.734 1.824 -0.669
N: 0.010 1.005 0.370
O: 1.208 1.257 0.482
O: -0.566 0.203 1.142
H: -0.220 2.785 -0.682
H: -1.809 1.801 -0.486
H: -0.574 1.401 -1.661
C: 1.877 -1.510 3.084
N: 2.399 -2.471 4.110
O: 2.423 -2.024 5.257
O: 2.729 -3.585 3.744
H: 2.361 -0.564 3.326
H: 0.804 -1.344 3.190
H: 2.181 -1.907 2.116
C: -3.595 3.614 -4.032
N: -2.133 3.615 -4.081
O: -1.649 3.458 -5.160
O: -1.497 3.563 -3.048
H: -3.782 3.683 -2.961
H: -3.952 2.670 -4.446
H: -3.881 4.526 -4.556
C: 4.143 0.298 -0.255
N: 4.857 1.332 -1.012
O: 4.184 2.190 -1.637
O: 6.062 1.456 -0.891
H: 4.629 -0.626 -0.569
H: 3.107 0.175 -0.572
H: 4.221 0.542 0.804
C: 0.702 6.039 -2.335
N: 0.622 7.304 -1.517
O: 1.465 8.168 -1.659
O: -0.342 7.364 -0.737
H: 1.753 5.765 -2.239
H: 0.611 6.205 -3.408
H: 0.029 5.226 -2.060
C: -3.867 -1.414 2.700
N: -4.464 -1.027 4.046
O: -4.044 -1.585 5.032
O: -5.330 -0.188 4.168
H: -2.935 -0.866 2.566
H: -4.598 -1.168 1.929
H: -3.638 -2.478 2.755
O: 0.311 -5.697 1.892
C: 0.004 -5.766 0.734
O: -0.105 -4.674 -0.164
C: 0.137 -3.373 0.277
C: 0.707 -2.702 -0.925
C: -0.527 -7.039 0.137
H: 0.788 -3.348 1.151
H: -0.676 -2.735 0.623
H: 1.670 -3.059 -1.289
H: 0.911 -1.661 -0.671
H: -0.019 -2.670 -1.737
H: -1.044 -7.622 0.900
H: 0.250 -7.599 -0.383
H: -1.176 -6.770 -0.696

- HOMO-LUMO gap: 9.7713 eV
- Energy relative to the best compared isomer or geometry (same formula, charge and spin): 24.4 kcal per mole
- LUMO energy: -0.969 eV
- HOMO energy: -10.741 eV
- SMILES string: C[N+](=O)[O-].C[N+](=O)[O-].C[N+](=O)[O-].C[N+](=O)[O-].C[N+](=O)[O-].C[N+](=O)[O-].CCOC(C)=O

Density functional theory data (wB97M-V/def2-TZVPD) for a cluster of 2 separate species, C4H11N3O2 in total.

Geometry (Å):
C: 3.641 0.944 -0.258
C: 2.130 0.947 -0.338
O: 1.676 -0.237 0.130
O: 1.393 1.727 -0.877
H: 3.905 0.224 -0.983
H: 3.996 0.671 0.722
H: 4.002 1.930 -0.527
C: -1.105 -1.518 1.516
C: -1.886 -0.147 -0.350
N: -1.551 0.748 -1.396
N: -1.004 -0.569 0.440
N: -3.216 -0.445 -0.326
H: -0.548 0.644 -1.559
H: -1.572 1.731 -1.154
H: 0.679 -0.186 0.129
H: -3.809 0.172 -0.849
H: -3.567 -1.214 0.213
H: -1.264 -2.561 1.211
H: -1.799 -1.324 2.335
H: -0.102 -1.538 1.921

- HOMO-LUMO gap: 10.1952 eV
- Energy relative to the best compared isomer or geometry (same formula, charge and spin): 13.3 kcal per mole
- LUMO energy: 0.838 eV
- HOMO energy: -9.357 eV
- SMILES string: CN=C(N)N.CC(=O)O